# 1
{"formula": "C33H53BrNO27P2", "method": "ωB97M-V/def2-TZVPD", "species": ["N", "P", "O", "C", "O", "P", "O", "Br", "H", "H", "H", "H", "H", "C", "C", "C", "O", "C", "O", "O", "H", "H", "H", "H", "H", "H", "C", "C", "C", "O", "C", "O", "O", "H", "H", "H", "H", "H", "H", "C", "C", "C", "O", "C", "O", "O", "H", "H", "H", "H", "H", "H", "C", "C", "C", "O", "C", "O", "O", "H", "H", "H", "H", "H", "H", "C", "C", "C", "O", "C", "O", "O", "H", "H", "H", "H", "H", "H", "C", "C", "C", "O", "C", "O", "O", "H", "H", "H", "H", "H", "H", "C", "C", "C", "O", "C", "O", "O", "H", "H", "H", "H", "H", "H", "C", "C", "C", "O", "C", "O", "O", "H", "H", "H", "H", "H", "H"], "coordinates": [[3.058, -1.452, 5.024], [2.814, -3.182, 4.654], [4.235, -3.750, 3.846], [1.495, -3.329, 3.331], [0.994, -4.694, 3.345], [-0.030, -2.329, 3.759], [0.006, -2.040, 5.460], [0.243, -0.373, 2.633], [4.018, -1.191, 4.797], [2.471, -0.909, 4.385], [4.267, -3.234, 3.025], [0.607, -4.789, 2.465], [-0.259, -2.883, 5.836], [1.555, 2.338, 5.861], [3.045, 2.508, 5.701], [3.471, 3.872, 5.240], [4.732, 3.589, 4.627], [4.665, 2.307, 4.172], [5.468, 1.808, 3.452], [3.558, 1.680, 4.646], [1.310, 1.291, 6.049], [1.177, 2.941, 6.689], [1.030, 2.627, 4.949], [3.554, 2.222, 6.628], [3.581, 4.567, 6.049], [2.810, 4.299, 4.483], [-4.908, -5.922, 2.522], [-3.487, -6.374, 2.283], [-2.609, -6.354, 3.502], [-1.311, -6.231, 2.923], [-1.468, -5.574, 1.752], [-0.578, -5.132, 1.093], [-2.784, -5.475, 1.420], [-5.440, -5.819, 1.575], [-5.442, -6.639, 3.147], [-4.934, -4.945, 3.008], [-3.484, -7.361, 1.806], [-2.687, -7.264, 4.096], [-2.780, -5.486, 4.145], [7.256, 8.721, 7.443], [5.972, 7.926, 7.486], [6.160, 6.443, 7.629], [4.946, 5.942, 7.061], [4.538, 6.853, 6.141], [3.666, 6.680, 5.345], [5.262, 7.997, 6.242], [7.051, 9.762, 7.189], [7.761, 8.690, 8.409], [7.934, 8.335, 6.679], [5.313, 8.323, 8.266], [6.267, 6.127, 8.665], [6.998, 6.054, 7.044], [-1.497, -2.982, -0.689], [-2.367, -3.054, -1.921], [-1.663, -2.726, -3.205], [-2.754, -2.294, -4.034], [-3.695, -1.779, -3.202], [-4.649, -1.162, -3.566], [-3.401, -2.051, -1.907], [-2.103, -3.084, 0.211], [-0.751, -3.771, -0.696], [-0.988, -2.019, -0.620], [-2.858, -4.033, -1.973], [-1.154, -3.580, -3.642], [-0.957, -1.896, -3.111], [-2.170, -3.383, -8.310], [-1.193, -2.744, -7.355], [0.168, -2.490, -7.937], [0.988, -2.474, -6.760], [0.376, -3.275, -5.849], [0.863, -3.632, -4.824], [-0.871, -3.617, -6.260], [-3.078, -3.675, -7.783], [-2.437, -2.692, -9.110], [-1.756, -4.290, -8.754], [-1.628, -1.835, -6.931], [0.231, -1.544, -8.472], [0.518, -3.297, -8.588], [0.848, 9.727, 2.752], [1.290, 9.946, 4.180], [1.207, 8.727, 5.052], [1.089, 9.311, 6.356], [0.485, 10.516, 6.191], [0.068, 11.188, 7.078], [0.417, 10.849, 4.874], [0.793, 10.678, 2.220], [1.545, 9.073, 2.228], [-0.149, 9.283, 2.712], [2.296, 10.380, 4.196], [2.091, 8.095, 4.984], [0.314, 8.123, 4.866], [-4.101, -8.985, -6.328], [-3.437, -7.806, -6.999], [-4.373, -6.691, -7.373], [-3.662, -6.060, -8.441], [-2.904, -7.023, -9.028], [-2.328, -6.892, -10.057], [-2.898, -8.159, -8.279], [-3.395, -9.809, -6.222], [-4.468, -8.710, -5.338], [-4.938, -9.358, -6.922], [-2.610, -7.441, -6.381], [-4.549, -5.994, -6.555], [-5.333, -7.043, -7.761], [-1.581, 3.595, -6.036], [-2.314, 2.384, -6.561], [-2.078, 1.124, -5.779], [-2.352, 0.117, -6.761], [-2.058, 0.663, -7.969], [-1.991, 0.049, -8.985], [-1.842, 1.999, -7.861], [-1.678, 4.430, -6.731], [-1.980, 3.898, -5.067], [-0.513, 3.394, -5.928], [-3.383, 2.604, -6.650], [-2.743, 1.025, -4.922], [-1.042, 1.006, -5.447]], "mulliken_charge": [-0.319, -0.221, -0.417, -0.327, -0.293, 0.242, -0.478, -0.408, 0.228, 0.118, 0.270, 0.412, 0.290, -1.415, 0.679, -0.465, -0.312, 0.526, -0.577, -0.217, 0.341, 0.382, 0.357, 0.185, 0.291, 0.199, -1.536, 0.502, -0.574, -0.250, 0.634, -0.552, -0.244, 0.367, 0.395, 0.359, 0.233, 0.297, 0.331, -1.498, 0.490, -0.556, -0.298, 0.771, -0.609, -0.383, 0.363, 0.386, 0.355, 0.259, 0.323, 0.330, -1.579, 0.719, -0.364, -0.151, 0.507, -0.600, -0.372, 0.274, 0.438, 0.406, 0.177, 0.293, 0.197, -1.653, 1.602, -0.501, -0.361, 0.530, -0.566, -0.270, 0.298, 0.431, 0.363, -0.354, 0.302, 0.327, -1.459, 0.536, -0.122, -0.293, 0.643, -0.550, -0.375, 0.355, 0.383, 0.361, 0.262, 0.029, 0.285, -1.494, 0.584, -0.507, -0.276, 0.623, -0.536, -0.366, 0.362, 0.378, 0.353, 0.254, 0.323, 0.318, -1.503, 0.563, -0.622, -0.197, 0.540, -0.541, -0.362, 0.372, 0.383, 0.365, 0.275, 0.324, 0.280], "homo_lumo_gap_ev": 4.21, "molar_mass_g_mol": 1037.62, "homo_energy_ha": -0.096, "lumo_ev": 1.6, "e_tot_ha": -6632.401027, "charge": -1}


# 2
{"formula": "C27H52As3N4OPt", "method": "ωB97M-V/def2-TZVPD", "species": ["Pt", "C", "As", "C", "C", "C", "C", "C", "As", "C", "C", "C", "As", "C", "C", "H", "H", "H", "H", "H", "H", "H", "H", "H", "H", "H", "H", "H", "H", "H", "H", "H", "H", "H", "H", "H", "H", "H", "H", "H", "H", "H", "C", "N", "C", "C", "O", "N", "C", "N", "H", "H", "H", "H", "H", "H", "H", "C", "C", "C", "C", "C", "C", "C", "C", "N", "C", "C", "C", "C", "H", "H", "H", "H", "H", "H", "H", "H", "H", "H", "H", "H", "H", "H", "H", "H", "H", "H"], "coordinates": [[0.207, -0.327, 0.867], [3.755, 2.365, 0.467], [2.095, 1.520, -0.143], [2.739, 1.033, -1.927], [1.155, 3.229, -0.571], [-0.371, 3.205, -0.797], [-0.764, 2.055, -1.728], [-1.097, 3.155, 0.563], [-0.714, 1.698, 1.827], [-2.310, 1.826, 2.953], [0.566, 2.516, 3.040], [-0.767, 4.528, -1.482], [-2.577, 4.985, -2.221], [-3.903, 3.911, -1.220], [-2.568, 3.873, -3.852], [3.609, 2.912, 1.398], [4.111, 3.055, -0.298], [4.505, 1.594, 0.636], [3.018, 1.927, -2.484], [1.987, 0.471, -2.481], [3.621, 0.403, -1.809], [1.642, 3.631, -1.463], [1.382, 3.920, 0.247], [-0.467, 1.093, -1.322], [-0.287, 2.184, -2.702], [-1.844, 2.040, -1.872], [-2.172, 3.131, 0.390], [-0.881, 4.075, 1.114], [-2.465, 2.869, 3.228], [-2.163, 1.239, 3.859], [-3.189, 1.456, 2.428], [0.293, 3.552, 3.242], [1.565, 2.476, 2.610], [0.577, 1.961, 3.978], [-0.136, 4.660, -2.367], [-0.524, 5.361, -0.814], [-4.038, 4.312, -0.216], [-3.673, 2.847, -1.162], [-4.850, 4.023, -1.750], [-1.584, 3.907, -4.319], [-3.286, 4.286, -4.560], [-2.835, 2.835, -3.661], [1.554, -3.809, 5.512], [1.721, -2.878, 4.415], [2.970, -2.581, 3.748], [2.524, -1.535, 2.719], [3.241, -0.991, 1.910], [1.169, -1.338, 2.869], [0.762, -2.123, 3.865], [-0.499, -2.116, 4.301], [2.476, -4.370, 5.639], [0.755, -4.522, 5.299], [1.333, -3.293, 6.449], [3.390, -3.460, 3.255], [3.717, -2.170, 4.430], [-1.163, -1.568, 3.783], [-0.827, -2.771, 4.987], [0.443, -3.582, -4.860], [0.768, -3.056, -3.487], [2.072, -3.100, -3.005], [2.396, -2.604, -1.738], [3.818, -2.611, -1.247], [1.376, -2.108, -0.958], [0.025, -2.088, -1.386], [-0.244, -2.537, -2.691], [-0.873, -1.553, -0.499], [-2.289, -1.908, -0.368], [-2.482, -2.395, 1.082], [-2.797, -3.012, -1.302], [-3.130, -0.639, -0.558], [1.341, -3.666, -5.470], [-0.270, -2.937, -5.372], [-0.006, -4.574, -4.778], [2.858, -3.507, -3.632], [4.166, -3.634, -1.095], [3.908, -2.068, -0.307], [4.475, -2.152, -1.987], [1.598, -1.736, 0.056], [-1.230, -2.424, -3.116], [-1.912, -3.309, 1.255], [-3.538, -2.589, 1.278], [-2.130, -1.614, 1.755], [-2.088, -3.837, -1.365], [-2.999, -2.640, -2.305], [-3.734, -3.403, -0.905], [-2.771, 0.139, 0.118], [-4.176, -0.854, -0.339], [-3.056, -0.270, -1.582]], "mulliken_charge": [1.855, -1.356, 0.897, -1.439, -2.121, 2.954, -0.696, -1.349, 0.532, -1.401, -1.085, -2.248, 0.335, -0.765, -1.034, 0.378, 0.417, 0.402, 0.569, 0.268, 0.388, 0.672, 0.415, -0.329, 0.477, -0.393, 0.067, 0.740, 0.437, 0.443, 0.353, 0.436, 0.072, 0.431, 0.576, 0.486, 0.327, -0.058, 0.414, 0.303, 0.408, 0.233, -1.133, 0.081, -0.481, 0.080, -0.608, -0.034, 0.000, -0.324, 0.386, 0.380, 0.341, 0.365, 0.342, 0.111, 0.234, -1.680, 0.549, -0.735, 0.029, -1.913, 0.139, 0.403, -0.315, -0.258, 1.613, -1.440, -2.210, -1.248, 0.399, 0.381, 0.313, 0.407, 0.477, 0.146, 0.415, 0.576, 0.422, 0.393, 0.521, -0.201, 0.497, 0.369, 0.484, -0.241, 0.613, 0.343], "homo_lumo_gap_ev": [7.59, 6.19], "relative_energy_kcal_mol": 38.0, "spin_multiplicity": 3, "molar_mass_g_mol": 868.58, "homo_energy_ha": [-0.354, -0.365], "lumo_ev": [-2.0, -3.8], "e_tot_ha": -8180.668335, "charge": 1}


# 3
{"formula": "C4H7N2O", "method": "ωB97M-V/def2-TZVPD", "species": ["C", "C", "C", "C", "N", "N", "O", "H", "H", "H", "H", "H", "H", "H"], "coordinates": [[-0.259, -0.045, 1.284], [-0.890, -0.976, 0.519], [0.605, 0.713, 0.434], [-0.457, -0.794, -0.860], [0.479, 0.239, -0.822], [1.391, 1.716, 0.774], [-0.349, -1.655, -1.857], [-0.388, 0.122, 2.333], [-1.592, -1.721, 0.846], [-1.996, 0.045, -1.083], [1.001, 0.529, -1.637], [1.410, 2.049, 1.727], [1.962, 2.209, 0.105], [-0.917, -2.431, -1.763]], "mulliken_charge": [-0.353, -0.621, 0.463, 0.205, -0.020, -0.375, -0.428, 0.419, 0.434, 0.238, 0.216, 0.236, 0.230, 0.357], "homo_lumo_gap_ev": 8.29, "relative_energy_kcal_mol": 54.9, "molar_mass_g_mol": 99.11, "homo_energy_ha": -0.489, "lumo_ev": -5.0, "e_tot_ha": -341.048755, "charge": 1}


# 4
{"formula": "C7H12NRhS3SbSe4", "method": "ωB97M-V/def2-TZVPD", "species": ["Rh", "Se", "Sb", "Se", "Se", "Se", "C", "C", "S", "C", "C", "S", "C", "C", "S", "H", "H", "H", "H", "H", "H", "H", "H", "H", "H", "H", "H", "N", "C"], "coordinates": [[1.241, -0.454, -1.600], [3.590, 2.777, 0.490], [3.802, 1.936, -1.752], [3.543, -0.758, -1.588], [1.605, 1.643, -2.939], [5.505, 2.906, -3.124], [-2.545, -1.066, 0.362], [-2.376, -0.826, -1.126], [-1.042, 0.247, -1.759], [-1.013, 1.663, -0.590], [-0.184, 1.502, 0.686], [1.207, 0.316, 0.582], [0.907, -0.774, 2.010], [-0.501, -1.215, 2.378], [-1.336, -2.210, 1.096], [-3.538, -1.507, 0.499], [-2.550, -0.118, 0.902], [-3.300, -0.365, -1.498], [-2.237, -1.773, -1.651], [-2.039, 1.934, -0.342], [-0.579, 2.468, -1.193], [-0.812, 1.225, 1.525], [0.293, 2.468, 0.906], [1.347, -0.239, 2.853], [1.538, -1.643, 1.806], [-1.116, -0.358, 2.665], [-0.424, -1.834, 3.271], [0.297, -3.496, -1.436], [0.719, -2.448, -1.432]], "mulliken_charge": [-0.068, -0.629, 0.848, -0.405, -0.400, -0.645, -0.653, -0.767, -0.032, -0.801, -0.690, 0.471, -0.782, -0.829, -0.049, 0.454, 0.230, 0.455, 0.467, 0.497, 0.367, 0.351, 0.482, 0.449, 0.392, 0.383, 0.416, -0.548, 0.033], "homo_lumo_gap_ev": [5.49, 5.49], "molar_mass_g_mol": 746.89, "homo_energy_ha": [-0.164, -0.164], "lumo_ev": [1.0, 1.0], "e_tot_ha": -11479.896873, "charge": -1}


What is the formula in the first record?
C33H53BrNO27P2